[1]
ORCA calculation (the ωB97M-V functional and the def2-TZVPD basis) on 21 unconnected molecules or ions with the total composition C19H63ClN4O20 at a distorted geometry.

Structure (XYZ):
```
107
C19H63ClN4O20 the ωB97M-V functional and the def2-TZVPD basis
H -1.389 0.672 -8.145
C 0.531 3.887 -1.742
O -0.607 0.933 -7.559
C -2.092 1.778 -3.506
H 2.071 -1.699 2.449
H -3.923 -0.814 0.848
H 1.981 -0.691 6.246
H 3.498 -2.246 -1.106
O -1.420 1.147 4.725
C -1.195 2.189 -2.549
H 2.048 -2.228 6.811
O 3.826 1.912 -0.384
H 3.097 -0.852 -0.020
O 2.707 -4.536 5.425
H -1.860 -5.201 2.810
N -0.163 3.726 -4.062
H -3.811 6.092 2.469
O -4.887 -0.153 -1.828
H -3.198 -2.239 0.491
H -6.045 4.029 3.888
H -0.169 4.381 -1.029
H -2.208 -2.485 -1.669
H -2.641 2.040 -5.587
O -3.877 -1.794 1.094
H 1.656 -0.122 3.029
H -0.728 -3.330 4.424
H -5.307 -0.817 -2.466
O 4.936 -3.446 1.082
C -1.478 1.796 -1.142
O 2.534 -1.341 6.790
C 0.386 -0.968 -0.021
H 1.444 -1.439 4.142
O -2.162 -1.841 -3.104
O -2.459 -3.030 -0.853
H 1.196 4.652 -2.021
C -0.321 3.247 -2.831
C -1.074 3.320 -5.007
H 1.763 -4.174 5.395
O 4.493 -0.689 -3.702
H -3.218 -3.649 -1.109
H 6.303 0.285 -1.868
H 1.429 -2.773 0.457
O 4.278 -4.899 -1.246
C -1.028 0.404 0.852
H 4.439 -1.682 -3.888
H 2.608 3.849 -5.829
H 5.072 -0.175 2.401
H -1.328 0.995 3.729
C -2.404 2.258 0.996
H -0.469 -3.187 1.429
C -2.271 2.578 -0.324
H -2.757 0.946 -3.337
H 0.784 0.922 6.841
C 2.709 -1.531 -0.771
O 5.246 -0.865 1.681
O -5.305 1.082 -5.932
H -2.718 3.399 -0.815
H -0.649 -5.770 4.018
H 4.969 -0.638 -1.631
H 2.811 -5.073 6.276
C 1.354 -2.060 -0.379
H 3.339 -5.231 -1.066
H -2.095 1.887 4.870
O -3.289 5.306 2.102
H 2.547 -0.922 -1.656
N -0.220 -0.602 1.217
H 4.593 -4.054 1.815
H 5.289 -0.318 -4.205
C -0.732 -5.099 3.164
H 0.930 3.099 -1.252
C 1.391 -1.174 3.048
H -3.025 2.940 1.584
Cl -1.023 4.158 -6.556
H 0.865 -3.711 3.574
H 0.058 -5.535 2.420
C -0.099 -1.358 2.543
H -0.055 0.875 5.435
C -0.858 0.648 -0.558
N -0.057 -0.311 -1.068
C -0.245 -3.660 3.472
H 0.908 -2.629 -1.225
H -3.860 4.846 1.405
C -0.721 -2.748 2.384
O -5.342 3.440 3.461
O 5.613 0.003 -1.184
H -4.676 0.291 -5.913
H -1.771 -2.689 2.386
H -2.734 -1.832 -3.938
H -0.229 1.805 -7.908
H -1.937 5.813 0.750
H -0.686 -0.737 3.238
H 4.404 1.083 -0.440
H 5.288 -0.386 0.790
H -6.098 0.869 -5.341
O -1.623 6.261 -0.101
H 4.600 -4.404 -0.425
H 4.880 -2.491 1.412
H 1.576 3.518 -4.599
H -1.353 -1.257 -3.270
H 3.636 2.228 -1.326
H -5.456 3.491 2.457
C -1.985 2.365 -4.788
O 2.363 3.162 -5.128
O 0.842 0.681 5.860
H -2.193 7.082 -0.254
N -1.824 1.192 1.613
H -3.940 0.024 -2.135
```

LUMO level (eV): -0.561
Energy (Ha): -2945.71005
Kohn-Sham gap (Eh): 0.3001

[2]
ORCA calculation (the ωB97M-V functional and the def2-TZVPD basis) on 13 unconnected molecules or ions with the total composition C19H64N8O13 at a distorted geometry.

Structure (XYZ):
```
104
C19H64N8O13 the ωB97M-V functional and the def2-TZVPD basis
H -1.207 4.840 2.963
H -4.663 -0.342 0.808
H 2.498 3.101 -2.639
O 0.672 1.176 -0.064
C 3.451 -0.872 -2.099
H -1.277 -4.945 -2.681
H -0.260 3.646 -2.397
H 3.337 1.534 1.230
H 2.833 -1.437 -2.689
N 0.421 -2.655 -3.894
N -0.289 3.164 1.684
C -1.014 2.866 2.742
H 0.517 -0.215 1.423
H 3.282 -0.189 1.676
C -3.801 0.203 1.310
C 2.928 3.641 -0.702
H -3.294 -3.371 -1.022
C 2.673 1.365 2.969
H -3.692 -0.150 -1.769
O -5.727 1.271 2.221
C -3.094 -1.122 -3.439
H -3.270 0.824 0.616
O -0.366 -2.749 -1.675
C -0.202 -2.630 5.076
H -0.754 -3.216 5.782
O -2.503 3.627 0.008
H 0.504 -0.811 -0.095
O 3.237 2.338 -0.308
O 2.374 2.732 3.054
H 2.741 -3.663 0.246
N -0.819 -4.360 -3.391
H 4.090 2.112 -0.697
H -1.774 3.517 0.656
H -3.255 -1.582 -0.456
C 4.809 -1.696 -1.893
H -4.112 0.598 3.398
H 4.170 3.291 -2.453
H 0.776 -3.596 0.688
H 3.163 4.759 -2.651
C -4.360 1.078 2.417
H -1.145 -4.527 -4.375
H 3.642 0.037 -2.609
H -0.329 4.412 -0.736
H 0.125 -1.816 5.738
H -1.295 4.982 -2.070
H -6.216 1.229 3.026
O 0.428 -0.175 -2.796
H -2.009 -0.033 -1.817
H -1.821 -2.877 2.162
H -2.738 3.117 -2.018
C -1.997 3.152 -1.192
H -0.987 0.165 0.548
H -3.017 0.924 -2.968
H 2.002 0.878 4.749
H 0.326 1.593 -3.713
H -1.359 -2.920 -0.078
H 0.169 4.128 1.579
N 2.936 -3.336 1.222
H 0.279 0.374 -2.040
O -2.114 -2.765 0.526
H 4.801 -2.799 -2.144
H -1.931 3.812 4.265
H 5.547 -1.320 -2.641
C -0.200 -3.228 -2.950
C 0.815 0.568 -3.929
H 0.089 -2.872 2.134
H 2.511 -0.445 3.885
H 3.582 4.392 -0.309
H -3.990 -2.858 0.498
H 0.421 -0.008 -4.766
H -3.053 -0.488 1.605
C -0.867 4.124 -1.623
H -4.032 2.165 2.481
H 5.376 -2.344 -0.106
N 0.906 -3.097 1.563
H -0.899 -1.335 3.398
C 0.096 0.042 0.528
N -1.258 3.903 3.467
H 1.572 1.125 0.126
H 1.881 0.657 -3.835
H -3.163 -2.164 -3.039
H -1.649 2.119 -1.076
H 3.936 -3.113 1.560
O -2.069 -1.195 -4.410
H -1.256 -1.378 -4.006
H -4.013 -0.971 -3.873
N 2.528 0.505 3.940
O 2.370 -2.230 3.312
H 0.891 -1.732 -3.661
C -2.921 -0.005 -2.436
H 0.078 2.485 1.038
H 0.242 -2.785 -4.875
H 2.968 -0.726 -1.155
C -3.212 -2.658 -0.171
O -1.274 1.549 2.900
O 5.275 -1.496 -0.527
H 0.623 -3.234 4.708
O -1.595 -3.272 3.023
C 3.213 3.723 -2.152
H -2.112 -1.814 4.509
C 2.101 -2.874 2.073
C -1.213 -2.178 3.910
H 2.008 4.007 -0.300
N 3.277 0.801 1.958
```

LUMO level (eV): -0.076
Energy relative to the best compared isomer or geometry (same formula, charge and spin) (eV): 10.7114
Energy (Ha): -2178.25728
Kohn-Sham gap (Eh): 0.3094

[3]
ORCA calculation (the ωB97M-V functional and the def2-TZVPD basis) on 22 unconnected molecules or ions with the total composition C19H64O23 at a distorted geometry.

Structure (XYZ):
```
106
C19H64O23 the ωB97M-V functional and the def2-TZVPD basis
C -3.778 -2.514 0.343
H -2.041 -1.605 -5.427
H 2.441 4.995 0.639
H -6.410 -0.884 -1.053
H 7.573 5.111 6.010
O 3.950 2.017 2.962
H 1.032 5.675 4.458
H -2.881 0.080 4.859
H -1.184 -2.143 0.912
C -2.644 1.502 -1.075
C -1.144 -4.878 -1.517
O 1.826 -7.255 -3.902
H 0.409 -0.919 -0.837
H -1.153 0.998 -5.988
O 3.009 4.971 1.424
O -1.696 -6.097 -1.361
C 0.250 1.117 0.453
H 2.155 6.040 3.489
H -2.421 3.526 6.257
H 4.053 2.471 2.112
H 5.040 -0.631 -5.484
H 4.437 -1.884 -4.854
H -1.809 -6.460 -4.151
H -2.378 5.816 -1.248
H -4.468 -3.427 -1.655
H 1.243 -5.328 -1.075
H 1.615 -1.996 -5.529
H -0.937 4.057 2.485
C -2.346 -0.961 -2.531
H -5.384 2.056 3.066
O 0.261 -1.765 -4.261
C -3.132 -3.001 1.773
H 6.840 5.142 4.671
C -0.301 0.003 -0.665
H -4.233 1.481 3.890
O 6.688 5.039 5.623
H -3.165 -4.155 1.963
H 0.412 2.728 2.775
O -0.928 0.152 -6.403
C -0.697 -3.321 2.905
H 1.277 0.948 0.988
H -7.014 -2.137 -0.423
H 2.081 -2.697 -6.804
O 1.498 6.437 4.080
O -2.426 0.378 4.057
O 1.194 4.580 -0.926
C -0.031 -2.451 -3.127
H -0.620 -0.397 -5.666
O -5.167 1.733 3.954
H 1.852 4.183 -1.517
O 2.302 -2.591 -5.866
C -0.684 2.423 0.799
H 4.378 8.048 5.349
H 1.036 -0.875 3.293
H -0.905 -5.348 -4.679
H -3.688 -4.662 -0.447
O 5.723 -1.308 -7.191
H 2.308 -1.714 0.958
H -1.228 5.241 -0.424
C -0.077 3.456 1.966
C -2.108 -3.515 -1.624
H -3.496 -1.124 -2.382
H -2.825 3.544 0.262
H 1.591 -2.718 0.058
O -1.920 2.756 5.950
H 0.729 3.818 -0.549
C -1.528 -2.375 -2.384
O 1.922 -0.527 3.112
C -1.629 -2.328 1.990
O 4.938 -1.085 -4.634
H -3.191 -1.030 -6.251
O 4.990 2.143 5.649
H 5.398 3.016 5.745
C -3.578 -3.565 -0.900
H 0.805 4.122 1.567
H 4.746 2.100 4.712
H -1.163 -4.409 2.954
C 0.486 -4.603 -1.620
H 0.361 -3.380 2.374
O -6.513 -1.337 -0.203
H 3.729 5.583 1.210
C -2.122 2.630 0.038
O 3.902 8.172 4.514
H 2.398 -0.652 3.947
H 1.665 -6.610 -3.196
H 5.506 -0.985 -8.078
H 6.656 -1.560 -7.255
O 1.768 -2.518 0.990
H -3.813 -2.512 2.622
H 1.107 -7.096 -4.532
H -2.174 -0.583 -3.647
C -1.742 0.157 -1.444
H -1.713 -1.264 2.520
O -1.355 -6.161 -4.953
H -3.690 1.662 -1.575
H 3.449 1.218 2.742
O -2.974 -1.353 -5.364
H -1.976 1.191 4.331
O -2.162 5.493 -0.361
H 3.016 7.824 4.695
H -0.605 -2.886 3.987
H -1.722 2.267 6.763
H -4.955 -2.439 0.525
C 1.072 -3.445 -2.398
H -3.417 -1.421 0.136
H 2.223 -3.214 -2.472
```

LUMO level (eV): -2.553
Energy (Ha): -2492.27236
Kohn-Sham gap (Eh): 0.2277

> Which value of energy does entry 2 give?

-2178.25728 Ha

> What is the formula in the third record?

C19H64O23

> Which formula does entry 2 have?

C19H64N8O13

> Among the records above, which one has the highest Kohn-Sham gap?

C19H64N8O13